Molecular formula: C24H72O17
Method: DFT, wB97M-V/def2-TZVPD

Geometry (Å):
C 0.72 -5.54 0.21
C 0.20 -6.38 -0.90
O -0.68 -7.40 -0.36
H -0.10 -5.05 0.73
H 1.52 -4.89 -0.16
H 1.08 -6.19 1.01
H 1.08 -6.79 -1.38
H -0.35 -5.75 -1.61
H -0.99 -7.71 -1.22
C 0.13 2.10 -4.19
C 0.51 3.56 -4.29
O -0.60 4.24 -4.86
H -0.68 1.85 -3.52
H 0.98 1.47 -3.96
H -0.41 1.70 -5.05
H 1.34 3.57 -5.00
H 0.81 3.87 -3.29
H -0.84 3.85 -5.71
C 1.36 -2.80 3.85
C 1.82 -4.14 4.09
O 3.23 -4.20 3.90
H 1.89 -2.44 2.97
H 1.54 -2.04 4.62
H 0.32 -2.97 3.56
H 1.48 -4.88 3.37
H 1.56 -4.40 5.12
H 3.48 -5.12 3.94
C -4.59 -0.99 2.03
C -5.82 -1.11 1.05
O -6.61 -2.28 1.26
H -4.74 -1.47 3.00
H -4.15 0.00 2.12
H -3.80 -1.62 1.63
H -5.33 -1.16 0.08
H -6.35 -0.18 1.21
H -6.86 -2.70 0.43
C -4.74 2.17 -0.75
C -3.35 2.04 -1.29
O -3.08 0.67 -1.29
H -5.42 1.95 -1.56
H -5.02 3.21 -0.58
H -5.03 1.66 0.17
H -2.61 2.67 -0.79
H -3.23 2.40 -2.32
H -3.64 0.24 -1.95
C -3.03 -3.07 -4.46
C -2.78 -1.74 -3.69
O -3.93 -0.90 -3.72
H -2.18 -3.75 -4.55
H -3.33 -3.05 -5.51
H -3.88 -3.63 -4.06
H -1.99 -1.16 -4.16
H -2.40 -1.92 -2.68
H -4.30 -0.59 -4.54
C -1.57 3.67 1.95
C -2.07 4.88 1.16
O -3.39 5.06 1.58
H -1.89 3.58 2.99
H -0.49 3.80 1.91
H -1.82 2.72 1.48
H -2.16 4.68 0.09
H -1.45 5.78 1.26
H -3.34 5.48 2.45
C 0.45 -0.03 -0.38
C 0.12 -1.38 0.47
O -1.30 -1.72 0.43
O -0.18 1.13 0.11
H 0.04 -0.12 -1.38
H 1.50 0.24 -0.50
H 0.24 -1.14 1.53
H 0.80 -2.19 0.23
H -1.69 -1.22 -0.29
H -1.12 1.02 0.02
C 4.59 1.06 -3.44
C 4.57 2.25 -4.46
O 3.50 2.15 -5.41
O 3.65 1.15 -2.36
H 5.56 0.74 -3.06
H 4.25 0.17 -3.98
H 5.40 2.21 -5.16
H 4.53 3.21 -3.95
H 3.84 2.43 -6.26
H 4.02 1.76 -1.72
C -1.73 0.68 4.32
C -0.26 0.14 4.61
O 0.47 1.02 5.55
O -2.69 0.34 5.26
H -2.12 0.04 3.53
H -1.81 1.69 3.91
H 0.23 0.15 3.63
H -0.45 -0.87 4.96
H 0.90 0.32 6.06
H -2.54 0.75 6.11
C 4.36 -0.38 1.14
C 4.84 -1.86 1.04
O 3.86 -2.80 0.85
O 3.80 -0.06 2.40
H 3.78 -0.06 0.27
H 5.29 0.18 1.04
H 5.25 -2.19 2.00
H 5.65 -1.97 0.31
H 3.56 -3.02 1.74
H 3.49 0.84 2.25
C 2.57 3.13 0.54
C 4.00 3.72 0.60
O 5.03 2.88 0.27
O 2.29 2.27 1.62
H 2.42 2.60 -0.39
H 1.80 3.90 0.60
H 4.03 4.27 1.54
H 3.96 4.47 -0.19
H 5.86 3.20 0.64
H 1.36 2.06 1.58

## Properties
HOMO level (spin up / spin down) in eV: -11.368 / -11.368
Net charge: +1
Kohn-Sham gap (spin up / spin down) in eV: 8.9 / 2.3
2S+1: 2

Molecular formula: C22H36CoO3P2
Method: DFT, wB97M-V/def2-TZVPD

Geometry (Å):
P -2.08 1.26 0.42
P -1.15 1.95 -2.21
C -3.19 3.48 -1.46
C -2.20 3.56 -2.61
H -2.99 4.19 -0.63
H -4.26 3.45 -1.72
H -2.64 3.45 -3.61
H -1.47 4.37 -2.57
C 0.21 2.74 -1.30
H 0.90 1.94 -0.98
H -0.16 3.30 -0.44
H 0.70 3.44 -2.01
C -0.20 1.12 -3.50
H -0.04 1.83 -4.34
H -0.74 0.22 -3.85
H 0.77 0.82 -3.06
C -3.25 2.40 1.24
H -4.19 2.57 0.73
H -2.77 3.36 1.40
H -3.41 1.93 2.20
C -3.34 0.45 -2.95
H -2.72 -0.46 -3.06
H -3.27 1.05 -3.88
H -4.38 0.17 -2.74
Co -2.95 1.57 -1.36
C 3.96 1.06 -0.33
C 3.76 1.66 0.85
C 2.42 2.03 1.45
C 1.35 0.89 1.72
C 1.37 -0.42 0.98
C 1.71 -0.88 -0.26
C 2.93 -0.97 -1.11
C 4.22 -0.40 -0.52
C -3.24 -0.13 0.08
H 3.78 1.60 -1.28
H 4.63 1.97 1.45
H 1.94 2.80 0.83
H 2.64 2.50 2.43
H 1.45 0.67 2.82
H 0.34 1.37 1.57
H 0.91 -1.18 1.64
H 0.87 -1.42 -0.74
H 2.69 -0.47 -2.08
H 3.07 -2.04 -1.35
H 4.50 -0.88 0.40
H 5.05 -0.55 -1.21
H -2.73 -1.06 -0.21
H -4.22 -0.03 -0.41
H -3.45 -0.22 1.16
O 0.53 -4.92 0.15
C 0.78 -4.62 1.36
C 1.87 -5.24 2.09
C 2.12 -4.90 3.40
C 1.36 -3.93 4.08
C 0.32 -3.28 3.40
C 0.02 -3.60 2.09
C -1.09 -2.86 1.41
O -1.66 -1.93 1.97
O -1.35 -3.22 0.15
H -0.70 -3.98 -0.09
H 2.46 -5.98 1.54
H 2.94 -5.41 3.93
H 1.56 -3.68 5.12
H -0.28 -2.51 3.87

## Properties
HOMO level (spin up / spin down) in eV: -6.122 / -6.147
Kohn-Sham gap (spin up / spin down) in eV: 2.2 / 2.6
2S+1: 4

Molecular formula: C29H34N3O2
Method: DFT, wB97M-V/def2-TZVPD

Geometry (Å):
C 7.68 1.97 0.28
O 7.26 0.60 0.50
C 5.93 0.37 0.65
C 5.52 -0.97 0.89
C 4.18 -1.26 1.05
C 3.18 -0.25 0.97
C 1.79 -0.57 1.12
C 0.77 0.39 1.09
C -0.60 0.19 1.24
N -1.51 1.18 1.19
C -2.95 0.92 1.34
C -3.52 0.02 0.24
C -5.01 -0.21 0.38
C -5.88 0.21 -0.64
C -7.26 0.05 -0.49
C -7.77 -0.55 0.67
C -6.90 -0.99 1.68
C -5.52 -0.83 1.52
C -3.55 2.33 1.29
O -4.72 2.64 1.46
N -2.53 3.20 1.03
C -2.76 4.62 0.90
C -1.19 2.61 0.99
C -0.36 3.18 2.14
C -0.58 2.87 -0.40
C 3.62 1.08 0.74
C 4.96 1.39 0.58
H 8.76 1.90 0.20
H 7.25 2.36 -0.65
H 7.40 2.62 1.12
H 6.29 -1.74 0.95
H 3.87 -2.29 1.23
H 1.52 -1.61 1.27
H 1.09 1.42 0.94
H -1.00 -0.81 1.43
H -3.16 0.48 2.33
H -3.31 0.50 -0.73
H -2.98 -0.93 0.27
H -5.46 0.68 -1.53
H -7.93 0.39 -1.28
H -8.85 -0.67 0.79
H -7.29 -1.46 2.58
H -4.82 -1.16 2.29
H -3.84 4.80 0.97
H -2.26 5.18 1.70
H -2.39 4.99 -0.06
H -0.91 3.03 3.08
H 0.61 2.69 2.23
H -0.20 4.26 1.98
H -1.28 2.53 -1.17
H -0.41 3.95 -0.52
H 0.36 2.34 -0.53
H 2.91 1.91 0.67
H 5.26 2.43 0.40
C 2.26 -5.84 -4.44
C 2.09 -4.79 -3.38
C 3.17 -4.01 -2.97
C 2.98 -3.04 -1.98
N 1.79 -2.83 -1.40
C 0.75 -3.56 -1.79
C 0.84 -4.56 -2.78
H 1.32 -6.34 -4.65
H 2.63 -5.41 -5.38
H 2.99 -6.60 -4.14
H 4.17 -4.14 -3.40
H 3.81 -2.41 -1.65
H -0.21 -3.36 -1.31
H -0.04 -5.13 -3.06

## Properties
HOMO level in eV: -11.032
Net charge: +1
Kohn-Sham gap in eV: 6.7

Molecular formula: C3H7FNO2
Method: DFT, wB97M-V/def2-TZVPD

Geometry (Å):
C -1.02 0.65 0.44
H -0.30 -1.24 1.27
F -1.31 2.24 -0.27
C 0.08 -0.17 -0.13
H -2.00 0.23 0.18
H -0.68 1.12 1.38
C 1.51 0.25 0.05
H 1.93 0.70 -0.86
H 1.56 0.97 0.89
H 2.13 -0.63 0.30
N -0.21 -0.89 -1.30
O 0.65 -1.70 -1.72
O -1.32 -0.80 -1.85
H -1.02 -0.72 1.62

## Properties
HOMO level in eV: -3.128
Net charge: -1
Kohn-Sham gap in eV: 7.3

Molecular formula: C58H56BNO6P2SSn
Method: DFT, wB97M-V/def2-TZVPD

Geometry (Å):
Sn -1.13 0.40 -1.00
O 1.89 1.11 -0.48
S 1.50 -0.09 0.31
C 1.58 0.55 1.97
C 1.73 -0.30 3.05
C 1.79 0.23 4.33
C 1.65 1.60 4.50
C 1.38 2.43 3.42
C 1.35 1.93 2.12
P 0.59 2.79 0.68
C 1.87 3.75 -0.20
C 1.38 4.62 -1.17
C 2.23 5.37 -1.95
C 3.60 5.27 -1.75
C 4.10 4.41 -0.79
C 3.24 3.64 -0.02
C -0.04 4.32 1.52
C 0.80 5.28 2.08
C 0.28 6.44 2.60
C -1.08 6.68 2.56
C -1.92 5.74 1.97
C -1.40 4.57 1.46
C 3.01 -1.10 0.22
C 4.01 -1.33 1.14
C 5.04 -2.19 0.81
C 5.05 -2.85 -0.42
C 4.07 -2.59 -1.35
C 3.06 -1.68 -1.06
P 1.70 -1.12 -2.15
C 2.56 0.07 -3.23
C 3.87 0.51 -3.06
C 4.39 1.47 -3.90
C 3.63 2.00 -4.93
C 2.31 1.60 -5.07
C 1.77 0.66 -4.21
C 1.57 -2.59 -3.22
C 1.62 -2.59 -4.61
C 1.35 -3.76 -5.30
C 1.03 -4.92 -4.62
C 0.97 -4.92 -3.23
C 1.23 -3.76 -2.54
H 1.78 -1.36 2.87
H 1.93 -0.42 5.18
H 1.72 2.02 5.50
H 1.19 3.47 3.61
H 0.30 4.71 -1.31
H 1.82 6.02 -2.71
H 4.29 5.87 -2.35
H 5.17 4.34 -0.63
H 3.64 2.95 0.71
H 1.87 5.12 2.08
H 0.95 7.18 3.05
H -1.48 7.60 2.97
H -2.98 5.94 1.90
H -2.04 3.84 0.97
H 4.00 -0.84 2.10
H 5.85 -2.36 1.51
H 5.84 -3.56 -0.65
H 4.07 -3.08 -2.32
H 4.48 0.11 -2.25
H 5.41 1.81 -3.76
H 4.05 2.73 -5.60
H 1.69 2.05 -5.84
H 0.72 0.42 -4.27
H 1.86 -1.68 -5.14
H 1.41 -3.76 -6.38
H 0.81 -5.83 -5.16
H 0.68 -5.81 -2.70
H 1.18 -3.73 -1.46
C -1.32 4.44 -4.57
C -1.60 3.27 -3.62
C -2.51 2.23 -4.27
O -0.37 2.59 -3.34
C -2.23 3.73 -2.24
O -2.43 4.94 -2.08
O -2.44 2.81 -1.42
H -0.43 4.22 -5.15
H -1.17 5.36 -4.00
H -2.16 4.59 -5.25
H -2.01 1.80 -5.13
H -3.45 2.69 -4.58
H -2.71 1.44 -3.55
H -0.03 2.91 -2.49
C -0.99 -3.68 0.43
C -1.57 -3.88 -0.94
C -1.99 -5.12 -1.35
C -2.50 -5.35 -2.62
C -2.55 -4.27 -3.50
C -2.14 -3.01 -3.13
C -2.18 -1.87 -4.10
C -1.67 -2.75 -1.81
N -1.32 -1.54 -1.42
H -0.67 -4.62 0.87
H -1.73 -3.22 1.08
H -0.16 -2.98 0.38
H -1.93 -5.95 -0.65
H -2.84 -6.33 -2.91
H -2.92 -4.44 -4.51
H -2.21 -2.21 -5.13
H -1.29 -1.25 -3.95
H -3.04 -1.23 -3.89
C -2.21 -4.08 6.72
C -3.46 -3.33 6.22
C -4.30 -2.97 7.45
C -4.30 -4.28 5.35
C -3.07 -2.11 5.39
C -3.53 -0.83 5.69
C -3.31 0.26 4.86
C -2.61 0.05 3.69
O -2.36 0.87 2.66
B -1.70 0.11 1.66
O -1.49 -1.18 2.20
C -2.09 -1.22 3.40
C -2.31 -2.30 4.23
H -2.51 -4.95 7.30
H -1.61 -3.43 7.36
H -1.60 -4.41 5.89
H -4.55 -3.89 8.00
H -5.24 -2.49 7.16
H -3.76 -2.31 8.13
H -4.57 -5.17 5.92
H -3.76 -4.58 4.46
H -5.21 -3.78 5.03
H -4.10 -0.66 6.59
H -3.71 1.23 5.10
H -1.93 -3.27 3.96

## Properties
HOMO level in eV: -0.622
Net charge: -2
Kohn-Sham gap in eV: 4.3